Record 1
Density functional theory data (ωB97M-V/def2-TZVPD) for a gas-phase ion, C11H20N3O5 (charge +1).

Geometry as ORCA input:
```
! RIJCOSX wB97M-V def2-TZVPD def2/J DEFGRID3
* xyz 1 1
O -3.280 -2.445 -0.922
O 1.803 -0.760 -1.360
O 1.031 0.709 3.949
O 0.144 2.547 2.889
O -0.248 1.216 0.604
C -3.607 -1.276 -0.643
C 1.287 0.277 -1.100
C -0.055 0.500 1.782
C -0.125 -0.929 1.720
N 2.216 1.255 -0.782
N -2.484 -0.438 -0.291
C -5.008 -0.830 -1.101
C -0.098 1.125 3.138
C 3.827 1.700 -2.465
C 3.594 1.241 -1.050
C -0.631 -1.677 0.523
C -0.208 0.501 -0.691
C -1.086 -0.790 -0.600
N 0.464 -2.624 0.059
H 1.264 1.445 4.586
H 0.842 2.647 2.242
H 0.053 -1.574 2.619
H 1.752 2.231 -0.710
H -2.857 0.490 -0.360
H -5.014 -0.378 -2.112
H -5.229 -0.020 -0.431
H -5.627 -1.668 -1.086
H -0.995 0.930 3.630
H 3.235 0.945 -2.983
H 3.213 2.601 -2.671
H 4.848 1.764 -2.777
H 4.117 1.983 -0.381
H 4.059 0.321 -0.818
H -1.522 -2.287 0.819
H -0.598 1.104 -1.472
H -1.021 -1.325 -1.522
H -0.007 -3.279 -0.576
H 0.784 -3.153 0.840
H 1.166 -2.078 -0.495
*
```

Summary:
E_tot, eV: -26430.787
ΔE to the lowest compared entry with this formula, charge and spin, eV: 2.302
Strongest force on any atom, eV/A: 7.2
SMILES: CCNC(=O)[C@@H]1OC(C(O)O)=C[C@H]([NH3+])[C@H]1NC(C)=O
Lowest unoccupied orbital energy, eV: -2.77

natural (NBO) atomic charge list, values in e, 6 entries: -0.628 -0.646 -0.731 -0.707 -0.493 0.689

Record 2
Density functional theory data (ωB97M-V/def2-TZVPD) for a molecular structure, C22H27ClN4O2SnTe.

Geometry as ORCA input:
```
! RIJCOSX wB97M-V def2-TZVPD def2/J DEFGRID3
* xyz 2 1
Sn -2.528 2.611 -0.382
Te -5.030 3.344 -1.492
C -6.925 3.870 -2.136
C -7.354 3.483 -3.415
C -8.587 3.917 -3.852
C -9.381 4.715 -3.024
C -8.942 5.090 -1.752
C -7.713 4.668 -1.294
H -6.734 2.865 -4.051
H -8.935 3.636 -4.837
H -10.352 5.044 -3.372
H -9.564 5.712 -1.122
H -7.365 4.953 -0.309
O -4.515 -0.097 0.722
N -3.651 0.545 0.436
C 3.270 -3.533 1.942
C 2.168 -3.690 0.882
C 0.995 -4.419 1.565
C 2.684 -4.601 -0.240
C 1.677 -2.321 0.289
O 0.384 -2.484 -0.336
C 2.573 -1.725 -0.820
C 4.027 -1.315 -0.541
C 4.198 -0.020 0.221
C 4.811 0.028 1.466
C 5.003 1.235 2.129
C 4.589 2.413 1.534
Cl 4.828 3.922 2.347
C 4.002 2.392 0.281
C 3.806 1.180 -0.362
C 1.408 -1.355 1.443
N 0.750 -0.100 1.051
C -0.396 0.091 0.423
N -0.647 1.408 0.381
C 0.423 1.972 1.038
N 1.275 1.084 1.452
H 3.562 -4.529 2.280
H 2.925 -2.985 2.821
H 4.167 -3.052 1.559
H 1.352 -5.383 1.934
H 0.171 -4.611 0.880
H 0.604 -3.870 2.425
H 2.949 -5.568 0.188
H 3.577 -4.201 -0.723
H 1.925 -4.791 -1.006
H 0.448 -3.187 -0.992
H 2.038 -0.858 -1.219
H 2.588 -2.467 -1.619
H 4.493 -1.173 -1.518
H 4.571 -2.120 -0.055
H 5.160 -0.890 1.929
H 5.488 1.264 3.097
H 3.722 3.326 -0.192
H 3.370 1.168 -1.358
H 2.327 -1.064 1.939
H 0.754 -1.854 2.155
H -0.992 -0.701 0.002
H 0.552 3.030 1.205
*
```

Summary:
E_tot, eV: -58935.035
Strongest force on any atom, eV/A: 1.6
Lowest unoccupied orbital energy (alpha / beta), eV: -8.92 / -9.28

natural (NBO) atomic charge list, values in e, 6 entries: 1.316 0.309 -0.288 -0.199 -0.182 -0.095

Record 3
Density functional theory data (ωB97M-V/def2-TZVPD) for CH3OP in the gas phase.

Geometry as ORCA input:
```
! RIJCOSX wB97M-V def2-TZVPD def2/J DEFGRID3
* xyz 0 1
C 0.527 0.287 -0.012
O -0.277 0.328 1.154
P -0.483 -1.224 0.203
H 0.321 0.871 -0.893
H 1.532 0.451 0.149
H -1.620 -0.713 -0.602
*
```

Summary:
E_tot, eV: -12419.963
ΔE to the lowest compared entry with this formula, charge and spin, eV: 1.393
Strongest force on any atom, eV/A: 2.6
SMILES: C1OP1
Lowest unoccupied orbital energy, eV: 0.43

Partial atomic charges computed with the natural (NBO) method, in multiples of e: -0.319 -0.678 0.697 0.178 0.189 -0.066